(1)
Here is a 2-piece molecular cluster, C4H8N2O overall from the OMol25 dataset. Energies are from ωB97M-V/def2-TZVPD.

Structure (XYZ):
```
15
Properties=species:S:1:pos:R:3
C -0.3652 -1.5071 1.7626
C 0.8892 -0.2679 -1.5855
C 0.2804 0.9546 -1.0403
C -0.6519 0.8258 0.1047
N -0.5254 -0.5305 2.6959
N 0.3130 -0.2792 1.5114
O -0.4099 -2.6856 1.4609
H 1.5977 -0.7157 -0.9155
H 0.2422 -0.9957 -2.0817
H 1.5818 0.1401 -2.4020
H -0.2940 1.5183 -1.7767
H 1.1901 1.4817 -0.8502
H -0.6530 1.7316 0.6787
H -1.6876 0.5381 -0.1471
H -1.5075 -0.2086 2.5847
```

frontier orbital gap: 0.35275 Eh
highest occupied orbital energy: -9.3 eV
DFT total energy: -341.79493 Ha
2S+1: 1
ΔE to the lowest compared entry with this formula, charge and spin: 5.6794 eV
LUMO energy: 0.0093 Eh

---

(2)
Here is one molecule with the formula C4H5NO from the OMol25 dataset. Energies are from ωB97M-V/def2-TZVPD.

Structure (XYZ):
```
11
Properties=species:S:1:pos:R:3
O 2.2860 -1.1799 0.1443
C 1.2277 -0.4592 0.1166
N 0.5288 -1.4626 -0.5061
C -1.5229 0.1603 -0.1472
C -0.5389 1.0910 -0.0656
C 0.8015 0.8126 0.3593
H 0.4587 -2.2500 0.1447
H -1.4845 -0.7773 0.3989
H -2.4472 0.3824 -0.6771
H -0.7580 2.1005 -0.4138
H 1.5049 1.5882 0.6422
```

frontier orbital gap (spin up / spin down): 0.24718 / 0.29238 Eh
highest occupied orbital energy (spin up / spin down): -8.6 / -8.7 eV
DFT total energy: -285.24212 Ha
2S+1: 1
ΔE to the lowest compared entry with this formula, charge and spin: 4.6931 eV
LUMO energy (spin up / spin down): -0.0685 / -0.0264 Eh

---

(3)
Here is a 10-piece molecular cluster, C17H39Cl6N5O16 overall from the OMol25 dataset. Energies are from ωB97M-V/def2-TZVPD.

Structure (XYZ):
```
83
Properties=species:S:1:pos:R:3
C -11.8933 -7.2187 11.3529
N -11.6424 -8.6765 11.4569
O -11.4849 -9.2383 10.3976
O -11.6100 -9.1537 12.5758
H -10.9826 -6.7002 11.0859
H -12.4604 -6.9211 12.2376
H -12.7555 -7.0354 10.7104
C -8.6520 -4.5675 10.4781
N -8.2359 -4.7880 9.0520
O -9.0087 -5.2329 8.2435
O -7.0499 -4.6173 8.7979
H -8.0363 -5.2256 11.0854
H -9.7143 -4.7791 10.5348
H -8.3344 -3.5400 10.6413
C -6.6651 -8.5664 9.2813
N -8.1357 -8.6086 9.1956
O -8.7347 -9.3571 8.4337
O -8.7757 -7.9024 9.9432
H -6.3171 -8.9123 10.2516
H -6.3517 -7.5252 9.2045
H -6.1902 -9.1076 8.4681
C -14.4192 -6.4055 4.1516
N -14.3711 -7.8209 4.5425
O -13.4797 -8.5003 4.0555
O -15.0786 -8.1421 5.4784
H -15.1473 -5.7804 4.6566
H -14.5132 -6.3166 3.0712
H -13.4148 -6.0963 4.4434
C -10.9476 -2.3462 8.6675
N -10.8724 -1.2961 9.7517
O -11.3537 -0.2163 9.4890
O -10.2352 -1.5162 10.7599
H -11.0634 -3.3294 9.1146
H -10.0746 -2.1912 8.0391
H -11.8549 -2.0620 8.1405
C -11.5651 -7.5872 7.2000
O -12.7175 -6.7507 7.0246
C -12.9001 -5.7377 7.8761
O -12.2904 -5.5095 8.8933
O -13.9726 -5.0812 7.4694
C -14.5290 -3.9744 8.1864
H -11.9096 -8.4026 7.8416
H -10.7208 -7.1881 7.7592
H -11.2962 -8.0490 6.2533
H -15.4502 -3.5958 7.7537
H -13.7617 -3.2079 8.2506
H -14.8082 -4.3194 9.1833
C -14.4068 -0.0197 7.3910
O -14.3585 0.5615 8.6913
C -14.8366 -0.1117 9.6905
O -14.9897 -1.3219 9.7879
O -14.9058 0.6888 10.7236
C -15.3712 0.2237 11.9676
H -15.3512 -0.5306 7.2232
H -13.5975 -0.7068 7.1191
H -14.1203 0.7537 6.6781
H -16.4334 -0.0241 11.9813
H -15.1950 1.0392 12.6656
H -14.8506 -0.6622 12.3328
Cl -17.9771 -2.7853 6.5140
C -18.9385 -2.0482 5.1938
C -20.3972 -2.5648 5.2653
Cl -20.4535 -4.2866 4.7225
H -18.5041 -2.1319 4.2000
H -19.0010 -0.9691 5.3468
H -20.9906 -1.9314 4.6070
H -20.7729 -2.4064 6.2731
Cl -10.3251 -10.3297 5.0710
C -8.9050 -11.2481 4.4777
C -7.6002 -10.5925 4.8492
Cl -6.2911 -11.7685 4.4755
H -9.0146 -11.2685 3.3936
H -9.0242 -12.2826 4.7904
H -7.5460 -10.4265 5.9220
H -7.4502 -9.7090 4.2358
Cl -14.8670 -5.4343 12.2051
C -16.3683 -4.6782 12.8810
C -17.3686 -4.3203 11.7690
Cl -18.7420 -3.4387 12.4892
H -16.1067 -3.7461 13.3756
H -16.8006 -5.4550 13.5028
H -17.8464 -5.2599 11.4967
H -16.9088 -3.8269 10.9178
```

frontier orbital gap: 0.39058 Eh
highest occupied orbital energy: -10.6 eV
DFT total energy: -4909.40987 Ha
2S+1: 1
ΔE to the lowest compared entry with this formula, charge and spin: 1.2277 eV
LUMO energy: 0.0014 Eh

---

(4)
Here is C5H7LiNaO5 as an isolated structure from the OMol25 dataset. Energies are from ωB97M-V/def2-TZVPD.

Structure (XYZ):
```
19
Properties=species:S:1:pos:R:3
O 1.3433 1.2869 1.1015
C 2.1830 1.1289 0.1181
C 2.3358 0.0422 -0.7221
O 0.1696 -2.2023 0.2200
Na 1.4948 0.2535 2.8953
H 2.9596 1.9119 0.1031
H 3.2865 -0.0723 -1.2489
H 1.5527 -0.1829 -1.4555
H -2.4982 0.9262 -2.4121
C -2.2119 0.8293 -1.3480
C -1.7177 -0.5301 -0.9589
Li -0.8028 1.6169 0.8584
O -1.9686 1.8194 -0.6884
H -0.9248 -0.8072 -1.6704
H -2.5386 -1.2577 -1.0499
O -1.3117 -0.4788 0.3927
C -0.4806 -1.4128 0.9132
O -0.3941 -1.0341 2.2092
H -0.4764 -1.8370 2.7427
```

total charge: +1
frontier orbital gap: 0.23739 Eh
highest occupied orbital energy: -10.4 eV
DFT total energy: -740.55569 Ha
2S+1: 1
ΔE to the lowest compared entry with this formula, charge and spin: 1.0678 eV
LUMO energy: -0.1443 Eh